This record from the Open Molecules 2025 dataset describes one molecule with the formula C25H32N2O6S. The level of theory is ωB97M-V/def2-TZVPD.

Atoms and positions in Å:
C: 0.52 2.42 3.54
C: -0.04 1.36 2.95
C: -1.05 1.53 1.85
C: -0.33 1.71 0.50
N: 0.79 0.79 0.43
C: 1.99 1.24 -0.28
C: 1.70 1.20 -1.80
O: 1.51 2.22 -2.42
N: 1.67 -0.04 -2.33
C: 0.95 -0.27 -3.58
C: -0.50 -0.41 -3.22
C: -0.98 -1.61 -2.73
C: -2.25 -1.70 -2.18
O: -2.77 -2.87 -1.70
C: -1.87 -3.91 -1.39
C: -3.05 -0.55 -2.09
O: -4.29 -0.50 -1.51
C: -4.47 -1.23 -0.32
C: -2.57 0.66 -2.63
O: -3.41 1.72 -2.51
C: -2.99 2.96 -3.03
C: -1.31 0.72 -3.20
C: 3.27 0.51 0.15
C: 3.54 0.76 1.63
C: 4.44 1.01 -0.70
S: 0.35 -0.78 0.65
O: -1.04 -0.96 0.33
O: 1.27 -1.68 -0.02
C: 0.53 -1.03 2.42
C: 0.90 -2.30 2.81
C: 1.05 -2.59 4.16
C: 0.85 -1.59 5.10
C: 0.49 -0.32 4.69
C: 0.33 -0.01 3.34
H: 0.25 3.42 3.26
H: 1.28 2.32 4.29
H: -1.67 2.40 2.03
H: -1.69 0.65 1.79
H: -1.03 1.53 -0.32
H: 0.06 2.72 0.42
H: 2.11 2.30 -0.03
H: 1.66 -0.82 -1.68
H: 1.13 0.59 -4.23
H: 1.35 -1.18 -4.04
H: -0.34 -2.48 -2.76
H: -1.04 -3.54 -0.78
H: -1.49 -4.39 -2.30
H: -2.45 -4.64 -0.83
H: -3.55 -1.24 0.28
H: -5.27 -0.72 0.22
H: -4.76 -2.27 -0.52
H: -2.08 3.32 -2.54
H: -2.83 2.91 -4.11
H: -3.81 3.66 -2.82
H: -0.91 1.65 -3.57
H: 3.14 -0.56 -0.01
H: 3.68 1.82 1.81
H: 2.72 0.40 2.24
H: 4.45 0.24 1.93
H: 4.26 0.82 -1.76
H: 5.35 0.51 -0.40
H: 4.57 2.08 -0.57
H: 1.06 -3.04 2.05
H: 1.33 -3.59 4.47
H: 0.96 -1.81 6.15
H: 0.32 0.45 5.43

As for the orbital gap: 8.0 eV. The largest force on an atom is 1.02 eV/A. The total charge is 0. The SMILES is C=C1CCN([C@H](C(=O)NCc2cc(OC)c(OC)c(OC)c2)C(C)C)S(=O)(=O)c2ccccc21. As for the molecular weight: 488.606 g mol⁻¹. As for the relative energy (zero: lowest compared OMol25 entry of this formula, charge and spin): 154.8 kJ/mol. The calculation puts the LUMO energy at 0.3 eV.


This record from the Open Molecules 2025 dataset describes one molecule with the formula C25H32N4O2S. The level of theory is ωB97M-V/def2-TZVPD.

Atoms and positions in Å:
N: -3.87 -2.73 -1.27
C: -3.45 -2.18 -0.11
O: -3.64 -2.71 0.96
C: -2.68 -0.86 -0.32
N: -3.58 -0.03 -1.13
C: -3.11 1.17 -1.79
C: -3.30 2.47 -0.99
C: -4.76 2.63 -0.61
C: -5.20 1.41 0.18
C: -4.94 0.14 -0.64
C: -2.25 -0.26 1.03
C: -1.25 -1.14 1.77
N: -0.10 -1.47 0.94
C: 0.88 -2.26 1.66
C: 2.26 -2.20 1.02
O: 3.13 -3.02 1.24
N: 2.39 -1.10 0.23
C: 3.48 -0.64 -0.48
C: 4.72 -1.28 -0.47
C: 5.78 -0.76 -1.19
C: 5.64 0.41 -1.92
C: 4.42 1.05 -1.94
C: 3.35 0.54 -1.22
S: 1.78 1.38 -1.34
C: 1.48 1.96 0.31
C: 2.40 1.84 1.35
C: 2.06 2.30 2.61
C: 0.83 2.89 2.84
C: -0.07 3.04 1.80
C: 0.25 2.58 0.54
C: -0.54 -2.15 -0.27
C: -1.40 -1.20 -1.09
H: -4.46 -3.55 -1.24
H: -3.87 -2.16 -2.11
H: -2.07 1.05 -2.07
H: -3.69 1.26 -2.72
H: -2.96 3.31 -1.61
H: -2.70 2.45 -0.09
H: -4.91 3.54 -0.02
H: -5.37 2.72 -1.52
H: -6.26 1.46 0.42
H: -4.64 1.36 1.12
H: -5.23 -0.74 -0.05
H: -5.60 0.17 -1.53
H: -1.78 0.71 0.84
H: -3.11 -0.12 1.67
H: -0.88 -0.59 2.64
H: -1.76 -2.05 2.12
H: 0.59 -3.32 1.77
H: 0.99 -1.85 2.67
H: 1.53 -0.56 0.15
H: 4.83 -2.18 0.10
H: 6.73 -1.27 -1.17
H: 6.47 0.81 -2.48
H: 4.28 1.96 -2.51
H: 3.37 1.39 1.18
H: 2.78 2.20 3.41
H: 0.58 3.25 3.83
H: -1.02 3.51 1.97
H: -0.43 2.70 -0.29
H: 0.35 -2.44 -0.85
H: -1.10 -3.07 -0.04
H: -1.63 -1.64 -2.06
H: -0.81 -0.29 -1.26

As for the orbital gap: 9.0 eV. The largest force on an atom is 0.64 eV/A. The total charge is 0. The SMILES is NC(=O)C1(N2CCCCC2)CCN(CC(=O)Nc2ccccc2Sc2ccccc2)CC1. As for the molecular weight: 452.624 g mol⁻¹. As for the relative energy (zero: lowest compared OMol25 entry of this formula, charge and spin): 16.6 kJ/mol. The calculation puts the LUMO energy at 0.6 eV.


This record from the Open Molecules 2025 dataset describes one molecule with the formula C25H32N4O3. The level of theory is ωB97M-V/def2-TZVPD.

Atoms and positions in Å:
O: 2.83 3.40 0.30
C: 1.79 2.83 0.58
N: 1.52 2.41 1.82
C: 0.25 1.83 2.21
C: -0.82 2.48 1.35
N: -0.55 2.13 -0.03
C: -1.63 2.47 -0.93
C: -2.83 1.59 -0.68
C: -2.64 0.24 -0.41
C: -3.73 -0.59 -0.19
C: -5.03 -0.08 -0.23
C: -6.19 -0.95 0.01
C: -6.16 -1.91 1.03
C: -7.25 -2.72 1.26
C: -8.39 -2.60 0.48
C: -8.43 -1.66 -0.53
C: -7.34 -0.84 -0.76
C: -5.21 1.27 -0.50
C: -4.12 2.10 -0.71
C: 0.76 2.51 -0.50
C: 1.35 1.36 -1.36
C: 1.63 0.15 -0.48
O: 0.74 -0.62 -0.18
N: 2.89 -0.03 -0.01
C: 4.10 0.69 -0.33
C: 5.04 -0.20 -1.15
N: 5.36 -1.38 -0.38
C: 6.39 -2.21 -1.00
C: 7.14 -2.99 0.09
O: 7.62 -2.11 1.08
C: 4.15 -2.12 -0.07
C: 3.19 -1.24 0.73
H: 2.22 2.59 2.52
H: 0.08 2.02 3.27
H: 0.25 0.75 2.02
H: -1.81 2.08 1.61
H: -0.83 3.57 1.51
H: -1.29 2.31 -1.95
H: -1.92 3.53 -0.84
H: -1.64 -0.16 -0.38
H: -3.57 -1.64 0.00
H: -5.28 -2.00 1.65
H: -7.22 -3.46 2.05
H: -9.24 -3.24 0.66
H: -9.31 -1.56 -1.15
H: -7.37 -0.12 -1.56
H: -6.20 1.69 -0.51
H: -4.27 3.15 -0.91
H: 0.71 3.41 -1.15
H: 0.59 1.05 -2.07
H: 2.22 1.71 -1.89
H: 3.89 1.62 -0.85
H: 4.59 0.95 0.61
H: 5.96 0.35 -1.36
H: 4.55 -0.45 -2.11
H: 7.10 -1.55 -1.50
H: 5.97 -2.91 -1.74
H: 8.01 -3.50 -0.34
H: 6.48 -3.75 0.54
H: 6.92 -1.46 1.22
H: 4.40 -3.01 0.51
H: 3.64 -2.45 -1.00
H: 2.26 -1.77 0.92
H: 3.66 -0.96 1.68

As for the orbital gap: 9.1 eV. The largest force on an atom is 0.62 eV/A. The total charge is 0. The SMILES is O=C1NCCN(Cc2ccc(-c3ccccc3)cc2)[C@@H]1CC(=O)N1CCN(CCO)CC1. As for the molecular weight: 436.556 g mol⁻¹. As for the relative energy (zero: lowest compared OMol25 entry of this formula, charge and spin): 202.7 kJ/mol. The calculation puts the LUMO energy at 0.7 eV.


This record from the Open Molecules 2025 dataset describes one molecule with the formula C25H32N4O4. The level of theory is ωB97M-V/def2-TZVPD.

Atoms and positions in Å:
C: 0.30 2.49 4.57
C: -0.54 2.24 3.59
C: -0.79 3.18 2.44
N: -0.54 2.53 1.17
C: -1.47 1.91 0.42
O: -1.18 1.29 -0.60
C: -2.92 1.98 0.87
C: -3.73 1.04 -0.02
C: -3.03 -0.31 -0.02
O: -2.60 -0.81 1.00
N: -2.98 -0.92 -1.24
C: -2.30 -2.08 -1.52
C: -1.59 -2.95 -0.64
C: -1.11 -3.92 -1.47
C: -0.27 -5.11 -1.22
O: -1.50 -3.66 -2.73
N: -2.23 -2.52 -2.76
C: 0.87 2.35 0.83
C: 1.01 2.35 -0.73
O: 0.73 3.35 -1.35
N: 1.60 1.26 -1.24
C: 1.65 1.00 -2.66
C: 0.60 -0.04 -3.05
C: 1.21 -1.37 -2.64
C: 2.74 -1.17 -2.70
C: 2.97 0.31 -3.03
C: 1.48 1.14 1.49
C: 2.78 1.22 1.97
C: 3.38 0.12 2.57
C: 2.69 -1.08 2.70
C: 3.35 -2.26 3.35
C: 1.40 -1.15 2.22
C: 0.79 -0.06 1.62
H: 0.46 1.79 5.37
H: 0.87 3.40 4.61
H: -1.10 1.31 3.55
H: -1.83 3.53 2.46
H: -0.14 4.05 2.51
H: -3.30 3.00 0.80
H: -2.99 1.64 1.91
H: -3.79 1.44 -1.03
H: -4.74 0.92 0.38
H: -3.32 -0.43 -2.05
H: -1.49 -2.84 0.42
H: -0.65 -5.96 -1.79
H: -0.27 -5.35 -0.16
H: 0.75 -4.92 -1.54
H: 1.39 3.25 1.16
H: 1.66 0.45 -0.65
H: 1.51 1.96 -3.16
H: -0.35 0.16 -2.55
H: 0.44 0.00 -4.13
H: 0.89 -2.18 -3.30
H: 0.90 -1.63 -1.62
H: 3.20 -1.81 -3.45
H: 3.20 -1.42 -1.74
H: 3.81 0.73 -2.48
H: 3.15 0.44 -4.09
H: 3.33 2.15 1.88
H: 4.39 0.20 2.94
H: 3.64 -2.01 4.37
H: 2.69 -3.12 3.37
H: 4.26 -2.53 2.81
H: 0.84 -2.08 2.31
H: -0.22 -0.16 1.26

As for the orbital gap: 9.3 eV. The largest force on an atom is 1.32 eV/A. The total charge is 0. The SMILES is C=CCN(C(=O)CCC(=O)Nc1cc(C)on1)[C@H](C(=O)NC1CCCC1)c1ccc(C)cc1. As for the molecular weight: 452.555 g mol⁻¹. As for the relative energy (zero: lowest compared OMol25 entry of this formula, charge and spin): 201.5 kJ/mol. The calculation puts the LUMO energy at 0.6 eV.